1.
{"formula": "CFN4S", "method": "ωB97M-V/def2-TZVPD", "e_homo_ev": -5.3, "spin_multiplicity": 1, "charge": -1, "gap_ev": 7.620, "e_lumo_ev": 2.37, "elements": ["C", "N", "N", "N", "N", "F", "S"], "coordinates": [[0.4417, -0.2213, -0.1967], [-0.1514, 0.9119, -0.6280], [-0.4736, -1.0574, 0.3469], [-1.4034, 0.7623, -0.3149], [-1.6018, -0.4259, 0.2208], [3.1198, 0.7403, 0.5040], [2.0499, -0.6983, -0.4376]], "atomic_forces_ev_per_a": [[0.3522, -0.1199, -0.0919], [0.3775, 0.1593, -0.2660], [0.3434, -0.2142, 0.3648], [-0.1396, 0.8716, -0.4527], [-0.5674, -0.8242, 0.4862], [-1.6540, -2.3050, -1.1812], [1.2877, 2.4324, 1.1409]], "mulliken_charge": [0.5367, -0.2527, -0.2361, -0.2870, -0.3196, -0.5002, 0.0587]}

2.
{"formula": "CFN4S", "method": "ωB97M-V/def2-TZVPD", "e_homo_ev": [-5.4, -5.4], "spin_multiplicity": 1, "charge": -1, "gap_ev": [7.689, 7.689], "e_lumo_ev": [2.27, 2.27], "elements": ["C", "N", "N", "N", "N", "F", "S"], "coordinates": [[0.2441, 0.2716, 0.1351], [-0.3834, 0.0005, -1.0531], [0.8030, -0.8888, 0.6060], [-0.2629, -1.2985, -1.2522], [0.5583, -1.7848, -0.2844], [-1.4764, 1.9033, 1.2225], [0.5174, 1.7966, 0.6261]], "atomic_forces_ev_per_a": [[0.3551, -1.8144, -1.8868], [-0.4205, -1.1697, -0.3305], [0.5037, 0.3327, 0.0767], [0.7063, 2.0605, 0.3383], [-0.6168, -0.6871, 0.6486], [2.5215, 0.4286, -0.3319], [-3.0493, 0.8494, 1.4856]], "mulliken_charge": [0.5903, -0.2135, -0.2241, -0.2751, -0.2840, -0.5534, -0.0402]}

3.
{"formula": "CFNO3", "method": "ωB97M-V/def2-TZVPD", "e_homo_ev": -12.1, "spin_multiplicity": 1, "gap_ev": 11.399, "e_lumo_ev": -0.72, "smiles": "O=C(F)[N+](=O)[O-]", "elements": ["C", "N", "O", "O", "O", "F"], "coordinates": [[-0.7479, -0.0631, 0.0944], [0.8202, 0.0624, 0.0333], [-1.5177, 0.3873, 0.8537], [1.0791, 1.0797, -0.5873], [1.5116, -0.6757, 0.6308], [-1.1453, -0.7905, -1.0249]], "atomic_forces_ev_per_a": [[-1.1513, -1.3230, -1.4285], [-2.5711, 2.2535, -0.5065], [1.3734, -0.2329, -0.3882], [0.4453, -0.7684, 0.1508], [0.8496, -1.0401, 0.4725], [1.0541, 1.1110, 1.7000]], "mulliken_charge": [0.4764, 0.9843, -0.3013, -0.4869, -0.4911, -0.1814]}

4.
{"formula": "CH10Mn2O8", "method": "ωB97M-V/def2-TZVPD", "e_homo_ev": [-16.4, -16.4], "spin_multiplicity": 11, "charge": 2, "gap_ev": [6.387, 6.336], "e_lumo_ev": [-10.05, -10.09], "s2": 30.005, "elements": ["Mn", "Mn", "C", "O", "O", "O", "O", "H", "H", "O", "H", "H", "O", "H", "H", "O", "H", "H", "O", "H", "H"], "coordinates": [[0.1189, -0.2263, 2.8460], [-0.1890, 0.5481, -2.7433], [0.0698, 0.2909, -0.2062], [-0.9906, 0.1470, -0.7935], [0.4537, -0.2821, 0.8792], [0.9434, 0.7965, -0.9285], [2.2942, 3.2477, -0.8685], [1.6616, 2.5333, -0.7929], [3.0511, 2.8532, -1.3016], [3.7204, 0.1224, -0.2922], [2.7756, 0.2759, -0.2977], [3.9304, -0.1138, -1.1957], [-2.6380, -2.0786, -0.1929], [-2.1312, -1.3002, -0.4243], [-1.9796, -2.7543, -0.0313], [-0.3606, -2.3134, 2.7541], [0.1392, -2.9903, 3.2105], [-0.4574, -2.6470, 1.8621], [-3.4434, 1.6654, -0.6213], [-4.2286, 1.2036, -0.3273], [-2.7400, 1.0220, -0.5347]], "atomic_forces_ev_per_a": [[0.0591, -0.7681, -1.4268], [0.1297, 0.4757, 2.1625], [2.8151, -1.4920, 0.4446], [-5.1113, -1.0713, -1.4172], [-1.2934, 0.6833, 2.2048], [2.9345, 1.7134, -2.5300], [-0.3262, 0.3325, -0.1135], [0.1238, -0.0401, 0.1333], [0.4287, -0.0251, 0.0333], [0.0581, -0.0622, 0.2427], [-0.1844, 0.1500, -0.0456], [0.3055, -0.1263, -0.1957], [-0.0978, -0.0720, 0.3327], [0.1101, 0.2927, -0.0923], [-0.0586, -0.4510, -0.1862], [0.2365, 1.0176, 0.4736], [0.1999, -0.5276, 0.6086], [-0.2398, -0.0274, -0.6352], [0.3282, 0.1533, -0.1454], [-0.4334, -0.0264, 0.0263], [0.0157, -0.1290, 0.1256]], "mulliken_charge": [1.3667, 1.3123, 1.1498, -0.7908, -0.5437, -0.8127, -0.6206, 0.3794, 0.3164, -0.6120, 0.2975, 0.3080, -0.5926, 0.3397, 0.2921, -0.5538, 0.3985, 0.3135, -0.6297, 0.3535, 0.3285]}

5.
{"formula": "CH10N2O2", "method": "ωB97M-V/def2-TZVPD", "e_homo_ev": [1.2, -6.2], "spin_multiplicity": 2, "charge": -1, "gap_ev": [2.677, 10.097], "e_lumo_ev": [3.88, 3.91], "s2": 0.750, "elements": ["N", "C", "N", "H", "H", "H", "H", "H", "H", "H", "H", "O", "H", "H", "O"], "coordinates": [[1.9889, 0.5634, -0.9575], [1.0336, 0.0109, -0.0188], [1.2345, 0.3543, 1.3854], [2.7937, -0.0274, -1.0083], [2.2684, 1.4998, -0.7229], [0.0262, 0.2880, -0.3351], [1.0623, -1.0803, -0.1544], [2.0076, -0.1807, 1.7690], [0.4578, -0.0371, 1.9147], [-3.0029, -2.9661, -1.4397], [-2.8650, -2.1049, -2.6999], [-2.4759, -2.8795, -2.2558], [-1.4991, 1.9376, 0.7822], [-1.2742, 2.6966, 2.0192], [-1.7559, 1.9253, 1.7220]], "atomic_forces_ev_per_a": [[-0.3002, -0.1036, 0.0585], [-0.1956, -0.8133, -0.4430], [0.0785, -0.0282, 0.4613], [0.5384, -0.0952, -0.0003], [0.0161, 0.2578, 0.1685], [-0.0199, 0.1939, 0.3158], [-0.0273, 0.1305, -0.1971], [0.3729, 0.0906, -0.2908], [-0.4256, 0.4174, -0.1219], [0.2007, 0.1742, -0.1813], [0.1392, -0.0646, 0.2338], [-0.2960, -0.0747, -0.0188], [-0.3161, -0.4648, 0.0138], [0.2059, 0.3546, 0.5346], [0.0292, 0.0253, -0.5330]], "mulliken_charge": [-0.4993, -1.0048, -0.6720, 0.2650, 0.2290, 0.3431, 0.3058, 0.2608, 0.3758, 0.6451, 0.6333, -1.7326, 0.4641, 0.3666, -0.9798]}

6.
{"formula": "CH10N2O2", "method": "ωB97M-V/def2-TZVPD", "e_homo_ev": -9.3, "spin_multiplicity": 1, "gap_ev": 9.640, "e_lumo_ev": 0.38, "smiles": "NCN.O.O", "elements": ["N", "C", "N", "H", "H", "H", "H", "H", "H", "H", "H", "O", "H", "H", "O"], "coordinates": [[-0.4474, -1.9656, -0.4550], [0.5074, -1.0476, 0.1201], [-0.0141, 0.1709, 0.8336], [-1.1039, -2.3495, 0.2818], [-1.0138, -1.4714, -1.0584], [1.1024, -1.5585, 0.8081], [1.1485, -0.6634, -0.6822], [-0.6810, 0.5561, 0.2372], [-0.5111, -0.0539, 1.6583], [2.6184, 2.0264, 0.3508], [1.5798, 1.2110, 1.1499], [2.4170, 1.7339, 1.2195], [-1.9364, 1.1447, -2.3055], [-3.0994, 0.7228, -1.4422], [-2.1566, 0.6766, -1.5157]], "atomic_forces_ev_per_a": [[0.1077, -1.6196, 2.6208], [-0.8696, 1.4545, -0.2458], [1.8094, -1.1674, -0.5204], [1.1985, 0.5426, -1.0391], [-1.5418, 1.1861, -1.7815], [1.1180, -0.8712, 1.0310], [-0.1119, -0.1746, 0.1259], [-1.3168, 1.1595, -1.2457], [-0.3812, -0.5661, 1.0919], [0.2054, 0.3559, -1.1423], [0.3732, 0.3868, -0.0915], [-0.6052, -0.6843, 1.2224], [0.2261, 0.5023, -0.8233], [-0.8212, 0.0450, 0.0693], [0.6095, -0.5495, 0.7283]], "mulliken_charge": [-0.6159, -0.4949, -0.6136, 0.2493, 0.2695, 0.4583, 0.2965, 0.2109, 0.2239, 0.2884, 0.4515, -0.6898, 0.3041, 0.2958, -0.6339]}

7.
{"formula": "CH10N2O3", "method": "ωB97M-V/def2-TZVPD", "e_homo_ev": -9.5, "spin_multiplicity": 1, "gap_ev": 10.350, "e_lumo_ev": 0.89, "smiles": "[H]/N=C/N.O.O.O", "elements": ["N", "C", "N", "H", "H", "H", "H", "H", "H", "O", "H", "H", "O", "H", "H", "O"], "coordinates": [[0.7631, -0.2691, -1.3315], [1.7535, -0.6448, -0.4503], [2.2732, 0.1883, 0.3696], [-0.1991, -0.5371, -1.2233], [0.9652, 0.6173, -1.7556], [1.9273, -1.7172, -0.3320], [2.8935, -0.3053, 1.0146], [-1.3182, 0.5249, 1.3200], [-1.8126, -0.9456, 1.7146], [-1.8477, -0.2574, 1.0671], [1.0164, 1.2940, 0.9799], [0.3740, 2.5405, 1.5953], [0.2371, 1.5853, 1.5203], [-2.8999, -0.5767, -2.0459], [-2.0707, -0.6740, -0.7417], [-2.0551, -0.8231, -1.7012]], "atomic_forces_ev_per_a": [[1.6642, 0.0769, -0.6446], [-1.4311, -0.1174, 1.4662], [0.5557, -0.3627, -0.3921], [0.0132, -0.3018, -0.3480], [-0.6036, 0.4044, 0.1622], [-0.0036, -0.0255, -0.2250], [0.1619, 0.2631, -0.3217], [0.2356, -0.4608, 0.2135], [0.2862, -0.2138, 0.7366], [-0.3671, 0.6437, -1.0715], [-0.2446, -0.2484, 0.2954], [-0.2726, -0.2642, 0.1013], [0.2813, 0.5911, -0.2169], [-0.7186, 0.2605, -0.1718], [-0.4002, 0.1256, 0.2092], [0.8432, -0.3706, 0.2073]], "mulliken_charge": [-0.3397, 0.0138, -0.6671, 0.1968, 0.2500, 0.3584, 0.2070, 0.3576, 0.2851, -0.6724, 0.4365, 0.3008, -0.7198, 0.3120, 0.3872, -0.7064]}

8.
{"formula": "CH10N2O3", "method": "ωB97M-V/def2-TZVPD", "e_homo_ev": -9.4, "spin_multiplicity": 1, "gap_ev": 9.990, "e_lumo_ev": 0.63, "smiles": "[H]/N=C/N.O.O.O", "elements": ["N", "C", "N", "H", "H", "H", "H", "H", "H", "O", "H", "H", "O", "H", "H", "O"], "coordinates": [[1.0162, 1.9474, -1.3745], [1.8515, 1.6305, -0.3453], [1.6592, 0.6349, 0.4092], [0.2515, 1.2803, -1.4351], [1.3982, 2.4380, -2.1604], [2.6026, 2.3978, -0.1401], [2.3543, 0.5847, 1.1472], [-0.2490, -2.3974, 0.9621], [-1.6540, -1.7375, 1.0164], [-1.0819, -2.3084, 0.4848], [-2.2419, 0.1652, 3.2060], [-0.9317, -0.1976, 2.4983], [-1.8668, -0.4291, 2.5453], [-0.2419, -1.4114, -2.4114], [-0.9482, -0.8668, -1.1278], [-0.8514, -0.7523, -2.0786]], "atomic_forces_ev_per_a": [[-0.1081, -0.4940, 0.9475], [0.0778, 1.0335, 0.0545], [-0.1672, -0.7787, 0.3931], [0.1498, 0.1406, -0.9198], [-0.3165, -0.0509, -0.1589], [0.3527, -0.1767, -0.2663], [-0.0616, 0.1821, -0.0320], [-0.1987, 0.1467, 0.0135], [0.1461, -0.1401, 0.2121], [-0.0011, 0.0363, -0.2333], [0.0054, -0.1171, -0.1431], [-0.0292, 0.1107, -0.0361], [0.1018, 0.1029, 0.1347], [0.0690, -0.1947, 0.3584], [0.2506, -0.6595, 0.0908], [-0.2708, 0.8590, -0.4151]], "mulliken_charge": [-0.4035, 0.0059, -0.5408, 0.2427, 0.2131, 0.2968, 0.2084, 0.2857, 0.3873, -0.6510, 0.3019, 0.3138, -0.6660, 0.3021, 0.3607, -0.6573]}

Looking at energy above the lowest of the compared OMol25 structures with the same formula, charge and spin for the records above, in order, we have 0.624, 0.976, 1.636, 0.000, 0.679, 0.223, 0.583, 0.606 eV.